Here is C60H48GeNO4S3TcTe as an isolated structure from OMol25. Energies are from the ωB97M-V functional and the def2-TZVPD basis.

Structure (XYZ):
```
119
Properties=species:S:1:pos:R:3:forces:R:3:mulliken_charge:R:1
Tc -12.9023 4.8976 22.0051 -0.421 -0.709 -1.335 1.00
C -9.2197 8.9777 29.8784 -0.416 -1.071 0.810 -1.48
C -9.5409 7.8979 28.8636 -0.073 0.663 -0.255 0.93
C -8.7143 6.8306 28.5622 1.153 -0.352 0.054 -0.86
C -8.9651 6.0349 27.4397 -0.380 -0.035 0.904 0.16
C -10.1209 6.1950 26.6877 0.329 0.697 0.637 -0.36
C -11.0078 7.2142 27.0285 -0.608 -0.310 0.718 -0.71
C -10.7144 8.0327 28.1315 0.267 -0.443 -0.974 -0.84
S -10.4904 5.1049 25.3196 0.099 0.524 0.245 1.05
O -11.6556 5.8087 24.6947 0.263 -0.374 -0.415 -0.40
C -9.0120 5.5263 24.3408 -0.289 0.243 0.290 0.89
C -9.1509 6.7551 23.6177 -1.304 0.249 0.753 -0.83
C -8.2496 7.0606 22.6741 0.165 0.325 -0.496 -1.06
C -7.2004 6.1550 22.3972 0.187 0.854 -0.321 1.31
C -6.3988 6.3617 21.2578 0.260 -0.089 -0.593 -0.95
C -5.3644 5.5326 20.9619 0.259 -1.169 0.858 -0.85
C -5.0567 4.4250 21.8226 -0.430 1.173 -0.336 -1.04
C -5.8714 4.2147 22.9005 1.043 -0.419 0.330 -0.59
C -6.9415 5.0795 23.2371 -0.406 -1.350 0.438 0.52
C -7.9040 4.7149 24.2724 -0.174 0.559 -0.755 0.07
C -7.6216 3.5244 25.1488 -0.189 0.072 0.103 -0.66
C -6.5982 3.6525 26.1384 0.026 -0.648 -0.422 0.95
C -5.8984 4.8371 26.2923 0.106 1.308 -0.654 -0.15
C -4.9228 4.9938 27.2148 0.551 0.229 2.050 -0.89
C -4.5933 3.8935 28.0953 -0.505 0.797 -1.535 -0.81
C -5.2324 2.6941 27.8945 0.869 0.066 0.947 -0.81
C -6.2475 2.5627 26.9399 -0.430 -1.028 0.066 0.75
C -6.9155 1.2961 26.7970 0.484 1.208 -0.382 -1.28
C -7.8798 1.1617 25.8631 -0.552 0.491 -0.321 -1.31
C -8.2380 2.3154 25.0622 0.085 -0.657 0.438 0.71
S -9.6354 2.0709 23.9885 -0.158 -0.564 -0.104 1.60
O -10.3600 0.9349 24.6437 -0.144 0.364 -0.415 -0.86
C -8.6566 1.3405 22.6536 -0.032 0.678 0.412 -0.28
C -8.7129 -0.0108 22.5321 0.654 -0.750 -2.177 -0.63
C -8.0538 -0.5558 21.3853 -0.941 -0.156 1.674 -1.12
C -7.3573 0.2431 20.5111 0.189 0.319 -0.772 1.22
C -6.7727 -0.4340 19.2975 0.617 1.542 -0.006 -1.57
C -7.2579 1.6466 20.6954 -0.331 -1.439 0.551 -1.09
C -7.9155 2.1526 21.7958 -0.238 1.891 0.023 0.14
H -9.5342 9.9502 29.5118 -0.339 0.006 0.206 0.38
H -8.1748 9.0723 30.1319 0.471 -0.241 -0.207 0.39
H -9.7098 8.6804 30.8339 0.047 0.682 -0.507 0.30
H -7.8152 6.6417 29.2020 -0.768 0.170 -0.826 0.37
H -8.3042 5.2261 27.2183 0.405 -0.347 -0.102 0.58
H -11.9870 7.2787 26.5416 0.564 0.135 -0.089 0.42
H -11.3708 8.8384 28.3886 -0.424 0.294 0.001 0.43
H -10.0365 7.4245 23.8177 0.998 -0.999 -0.172 0.38
H -8.3148 7.9570 22.0573 -0.146 -0.146 0.221 0.41
H -6.6348 7.1396 20.5365 -0.110 0.150 0.338 0.45
H -4.7992 5.6628 20.0702 0.410 0.216 -0.551 0.47
H -4.1839 3.7992 21.6381 -0.381 0.029 -0.048 0.45
H -5.6350 3.3372 23.4986 -0.329 0.197 0.184 0.39
H -6.1663 5.6524 25.6253 0.124 0.085 0.288 0.50
H -4.5182 6.0147 27.4239 -0.062 -1.126 -0.426 0.35
H -3.8200 4.0384 28.8233 0.181 -0.145 0.321 0.45
H -4.9504 1.8108 28.4893 -0.220 0.491 -0.247 0.36
H -6.5649 0.5190 27.4411 -0.115 -0.614 0.182 0.45
H -8.4426 0.2338 25.7262 0.191 0.437 -0.018 0.58
H -9.3445 -0.5916 23.1734 -0.086 -0.272 0.300 0.66
H -8.1485 -1.6341 21.1965 0.159 0.491 0.026 0.37
H -6.0605 -1.1735 19.6257 0.414 -0.278 -0.141 0.35
H -6.2762 0.3463 18.6702 -0.244 -0.867 0.270 0.31
H -7.5424 -0.9217 18.7308 -0.355 -0.228 -0.394 0.37
H -6.6960 2.2650 19.9949 -0.212 -0.095 0.260 0.41
H -7.9165 3.2580 21.9752 -0.126 -1.276 -0.290 0.42
S -10.5067 4.5778 21.2977 0.094 -0.804 0.223 -0.16
C -10.8468 6.0219 20.4454 1.180 0.670 -0.645 0.45
C -9.9745 6.7923 19.5971 -1.857 0.183 0.629 -1.08
C -10.5330 7.8919 18.9836 0.877 0.350 -0.740 -0.18
C -11.8803 8.1989 19.1464 -0.111 0.703 0.276 -0.93
C -12.6201 7.5148 20.0532 0.561 -1.638 0.793 -0.64
N -12.0812 6.4301 20.6868 -1.616 0.595 -0.056 0.13
H -8.9610 6.5276 19.4899 0.984 -0.366 -0.121 0.71
H -9.9697 8.6085 18.3350 -0.175 -1.037 0.612 0.32
H -12.2703 9.0697 18.6669 -0.339 0.312 -0.255 0.44
H -13.6299 7.7128 20.3520 -0.369 0.305 -0.187 0.54
Te -14.6273 6.0842 23.4341 -0.511 0.817 -0.252 -0.36
C -13.6162 2.6106 25.7606 -1.115 1.152 0.089 -1.50
C -13.6745 3.6432 24.6561 -0.015 -0.188 -0.066 1.13
O -14.5490 4.5793 24.8143 0.532 -0.873 0.488 -0.65
O -12.9371 3.4990 23.6554 -0.113 0.319 -0.107 -0.63
H -13.4679 3.1138 26.7234 -0.080 -0.144 -0.201 0.37
H -12.8846 1.8690 25.5941 0.987 -0.630 -0.337 0.26
H -14.6004 2.1378 25.7631 -0.025 -0.011 0.236 0.37
C -13.9801 4.1444 20.9326 2.088 1.289 1.382 -0.55
Ge -15.5629 3.8378 19.9394 -0.121 -0.121 -1.115 3.31
C -16.7978 3.1268 21.2076 -1.638 -0.688 0.853 -0.18
C -16.4310 2.4129 22.3745 -0.725 0.566 -0.791 -0.22
C -17.3913 1.8858 23.2236 -0.906 0.177 -0.831 -0.75
C -18.7573 2.0600 22.9470 0.419 0.401 -0.195 -0.46
C -19.1525 2.8177 21.8400 0.191 -0.337 0.417 -0.73
C -18.1931 3.3111 20.9778 1.105 -0.663 0.742 -0.61
C -15.0201 2.6821 18.4518 -0.401 0.103 -0.360 0.02
C -15.8695 2.5036 17.3479 0.066 0.578 -0.336 -0.38
C -15.4865 1.6873 16.2888 -0.985 -0.739 -0.788 -0.69
C -14.3303 0.9320 16.3737 0.142 0.064 0.088 -0.34
C -13.4673 1.1192 17.4373 0.500 -0.371 -0.836 -0.65
C -13.7930 2.0295 18.4262 0.624 -0.707 0.644 -0.40
C -16.3806 5.4888 19.2687 -0.480 1.199 -0.167 0.10
C -17.2769 6.1681 20.1315 0.877 0.349 -0.675 -0.54
C -17.7581 7.4499 19.8067 0.432 -0.304 -0.107 -0.84
C -17.3513 8.0666 18.6309 -0.271 0.522 -0.349 -0.39
C -16.5295 7.3903 17.7345 -0.241 0.444 -0.172 -0.57
C -16.0705 6.1369 18.0400 0.413 -1.571 0.290 -0.42
H -15.4126 2.2437 22.6551 0.660 0.090 -0.214 0.48
H -17.0476 1.2950 24.0454 -0.092 -0.216 0.534 0.42
H -19.5168 1.6369 23.5785 -0.081 -0.142 0.310 0.39
H -20.1971 3.0454 21.6113 0.262 -0.333 0.266 0.37
H -18.5893 3.8254 20.1390 0.188 0.536 -0.836 0.49
H -16.7947 3.0869 17.2512 0.281 -0.330 0.211 0.34
H -16.1284 1.5164 15.3873 0.430 0.449 1.024 0.30
H -14.0823 0.1927 15.6289 -0.034 0.047 -0.288 0.38
H -12.5099 0.5621 17.3966 -0.659 0.506 0.490 0.36
H -13.0473 2.0875 19.2111 -0.278 0.540 0.322 0.28
H -17.5112 5.7112 21.0809 -0.185 0.157 0.099 0.59
H -18.4067 7.9929 20.4785 -0.080 -0.115 0.145 0.40
H -17.6902 9.0810 18.3569 0.091 -0.623 0.365 0.35
H -16.2549 7.8255 16.7719 -0.121 0.018 0.320 0.41
H -15.4901 5.6222 17.2616 0.008 0.076 0.568 0.30
```
Positions in Å, forces in eV/Å.

Summary:
Gap between HOMO and LUMO = 7.12 eV
Molar mass = 1241.46 g/mol
Total energy = -171191.6613 eV
Highest occupied orbital energy = -6.951 eV
Relative energy (zero: lowest compared OMol25 entry of this formula, charge and spin) = 0.0000 eV